This record from the OMol25 dataset describes C51H96F30N8O23P2S10 as an isolated structure in a non-equilibrium geometry. The level of theory is ωB97M-V/def2-TZVPD.

Geometry (Å):
S1 4.0487 1.9168 1.3547
F1 -6.5639 -5.1371 -5.6345
H1 -0.4032 -1.5973 6.1968
P1 0.8363 -3.1299 -3.4661
O1 -5.4162 -3.3424 -3.5388
F2 7.2985 0.5577 -2.5229
C1 4.0170 0.3033 6.3134
S2 -2.8847 -6.1090 -3.9604
O2 -6.8981 3.1640 1.0053
H2 -1.2434 -3.0145 -5.5023
H3 0.3676 2.8081 4.3058
S3 -7.2070 2.5540 -0.2714
H4 -1.2503 5.3433 -0.9856
H5 4.4901 0.8034 5.4360
H6 2.8306 -4.5334 -1.7206
N1 -2.2711 5.2122 -1.0771
N2 1.7961 7.5450 0.4803
H7 -3.8716 5.1927 1.9469
F3 -1.9400 0.1245 2.8214
H8 -0.8457 2.3528 7.0916
C2 4.0149 -2.9371 -0.7628
S4 6.2086 1.9878 -0.5075
H9 -6.5156 -1.2266 -1.8208
H10 4.4238 -5.5892 -7.1721
H11 -0.1503 1.2518 4.7139
H12 6.0698 -2.9806 -0.9988
O3 6.4757 2.9972 -1.5018
N3 -7.2308 3.6538 -1.4687
H13 0.1396 -3.5189 -6.4028
H14 2.9978 -3.8171 -4.7883
H15 -4.2572 -2.4296 -0.4239
H16 -2.3953 4.2158 -1.1238
H17 -2.9644 3.4771 5.9133
H18 3.0186 2.0207 -1.5231
H19 1.9053 -3.4567 -0.5632
H20 3.4975 -6.0200 -4.1877
C3 0.6324 -2.0240 -4.8121
H21 -2.7395 -4.2354 -0.7304
H22 -1.4502 -0.8816 -6.4621
N4 4.7423 2.0884 -0.0283
C4 -2.1428 2.9233 5.4012
H23 -1.9277 3.4615 4.4721
H24 4.8596 -0.8416 8.7480
H25 1.9914 -4.2364 -6.1776
C5 -5.6604 -4.2520 -5.8993
H26 2.2163 3.3468 -0.9560
O4 -5.9565 5.7555 -1.4640
H27 0.0837 -1.7625 9.2243
H28 -1.0474 0.3993 8.5777
C6 -5.8514 4.2559 -3.5101
H29 -3.6136 6.0643 -2.4856
C7 5.2452 5.3737 -2.9073
H30 3.8699 1.9455 7.8181
C8 1.7840 1.9668 5.6249
O5 2.6753 2.3341 1.3718
S5 -4.5068 -3.8673 -4.5239
C9 -6.1680 -2.9996 0.1664
O6 -0.0321 0.5568 -2.6813
H31 0.6726 -3.4949 1.4747
C10 4.2985 0.1070 8.9285
C11 2.6583 8.2530 -2.0053
C12 5.2232 -3.3588 -1.5551
H32 -0.5300 -2.3044 -1.9079
H33 -4.9919 -0.7735 -2.1310
N5 -2.0012 0.5619 -1.0096
C13 4.5963 -5.6933 -6.1062
O7 -2.6537 -6.6568 -2.6346
C14 2.3941 -4.6091 -5.2147
C15 -2.8160 5.7566 0.2166
F4 2.4766 7.0897 -2.6432
F5 -2.2609 -0.5853 -3.7850
F6 7.1677 -0.4406 -0.5684
H34 5.1902 -2.9796 -2.5263
C16 0.6349 -2.9297 2.4491
H35 0.9667 -0.5475 4.0548
H36 1.9964 -1.5094 -2.1391
C17 -6.4525 -4.4925 -0.0247
C18 -1.5172 -5.2630 0.7603
H37 3.2682 -2.3958 4.7566
H38 -0.5046 3.8251 6.3263
H39 3.1486 -2.3694 -3.2139
S6 -1.7337 -0.4246 0.1401
F7 -1.7118 1.1554 -4.8506
H40 -0.0740 -3.4954 3.0948
C19 -1.7058 0.7711 1.6125
O8 4.3196 0.5912 1.9519
H41 3.8501 -1.9016 -0.7274
C20 1.1173 -0.4322 7.1538
H42 2.6720 -0.1975 3.5294
O9 -1.3296 2.6300 -2.0226
S7 -5.9059 4.3489 -1.7633
H43 3.3051 -0.2055 9.0986
H44 4.2556 1.7333 10.4673
F8 4.5421 2.6537 3.9016
H45 5.5015 1.1488 7.5979
O10 7.0985 1.8886 0.5885
C21 -0.6258 -3.2808 -2.4144
F9 -4.3381 -8.2797 -4.4500
F10 5.4033 -0.1214 -1.8727
C22 -3.0547 4.7611 1.2700
H46 -0.5138 -5.7895 0.7299
H47 2.4408 2.3650 4.8480
F11 -3.5598 1.1161 -3.7803
H48 -0.9703 -5.3410 -2.0237
F12 2.3763 6.3384 3.2322
H49 2.7093 -6.7267 -5.6397
N6 -4.1813 -5.2947 -4.0207
C23 4.4210 1.0221 7.6548
C24 2.4395 2.8554 -1.9133
H50 -1.4893 -1.5373 9.8851
H51 4.1589 -3.4773 0.2229
H52 -0.7508 0.1892 6.1650
C25 0.2973 2.1506 5.1900
C26 2.3089 -2.4964 -2.5187
H53 -1.5413 -3.2594 -3.0147
H54 4.9325 0.1149 11.0850
F13 -0.4452 1.2453 1.7134
H55 -1.5217 -1.3390 -8.9066
H56 0.3412 -4.7662 -0.9349
F14 -3.6164 -7.4081 -6.2787
C27 -0.7616 2.7877 6.0866
O11 2.3817 5.1454 0.3022
H57 1.6412 -1.8396 -5.2933
O12 -0.4191 -1.0053 0.1108
H58 5.1070 -6.6757 -6.0567
C28 2.2527 -2.2885 4.3088
H59 5.2640 -4.4826 -1.5898
H60 -5.6641 -5.1132 0.2922
H61 2.7348 -2.3182 2.2288
H62 -2.3044 -0.4990 7.8763
C29 -1.2124 -2.1172 -8.2396
C30 1.2785 -4.7553 -4.2883
F15 0.1214 6.5515 3.0780
C31 -2.5374 6.0301 -2.2987
H63 5.8660 1.1663 10.0686
F16 1.1017 4.6533 3.0038
O13 -4.6725 3.6994 -1.3662
C32 2.7471 -3.4351 -1.3290
O14 -6.6909 -2.2461 0.9319
C33 6.5963 0.3925 -1.4137
C34 -2.3390 0.7680 -3.7286
C35 -5.5615 -1.1284 -1.3419
H64 6.0380 5.8275 -2.3146
C36 1.2566 5.9545 2.6112
H65 -7.3639 -4.7023 0.4637
C37 -0.3116 -2.6309 -5.8963
H66 0.3718 -5.1717 -4.7964
P2 2.2727 0.1989 5.8632
O15 3.4493 3.7043 -4.0163
H67 2.5435 -3.8696 2.9081
C38 -1.6983 -4.2767 -0.3428
C39 4.8501 0.8224 10.2226
F17 -2.6435 1.6994 1.5720
C40 1.9937 -0.7555 4.3155
F18 1.5104 8.9668 -2.0945
H68 -2.6040 1.9168 4.9958
O16 0.0188 5.7727 0.3031
H69 -2.0145 -2.9141 -8.2201
O17 3.4802 9.3273 0.1784
F19 6.2425 3.1638 2.6287
H70 1.5739 -2.8017 4.9801
C41 3.3487 3.7242 -2.8334
H71 -1.2547 -2.6014 8.4125
S8 -1.2507 1.1710 -2.2024
H72 5.3549 -5.0432 -5.6373
O18 -2.8783 -1.2411 0.4179
H73 1.4953 -1.3556 7.5341
F20 -6.3262 -3.1105 -6.2664
F21 -5.9260 2.9779 -3.9096
S9 3.1217 8.0272 -0.2199
H74 -5.3138 -3.1234 -1.7849
F22 -6.8331 4.9504 -4.0785
H75 -5.5582 -0.4620 -0.5194
F23 -9.6275 3.0549 -0.3031
H76 0.2626 -1.9160 2.2102
H77 1.5110 2.4799 -2.4341
H78 -2.1383 4.5691 1.8866
N7 4.2705 4.6087 -2.0665
H79 -1.9691 5.5556 -3.0770
H80 -3.4261 3.8185 0.9374
H81 4.7281 6.1966 -3.4370
H82 1.4520 -5.4563 -3.5263
F24 3.5587 8.8856 -2.6670
H83 0.1715 -0.9571 -7.1905
H84 -1.5125 -3.2965 0.1547
O19 -1.7261 -5.5837 -4.6284
H85 1.1762 0.3090 7.9970
H86 0.3088 -1.0881 -4.4183
C42 -0.9393 -1.7055 8.9427
H87 5.7132 4.6950 -3.5908
O20 -3.3693 -3.0524 -4.9224
C43 -0.7111 -1.5757 -6.9350
C44 -0.6291 -4.4615 -1.4854
C45 -3.2881 -7.6094 -4.9873
O21 -6.5514 1.2903 -0.5197
H88 4.7130 3.8999 -1.4323
H89 1.9843 2.5805 6.5427
H90 -6.5869 -4.6351 -1.0925
H91 -0.4127 -2.6407 -8.7235
F25 -4.7154 4.7976 -4.0746
C46 2.1158 -2.8833 2.8807
C47 -8.9202 2.0091 -0.3781
F26 4.4091 4.3115 2.5139
C48 4.9324 3.1002 2.6353
O22 4.1964 7.0581 -0.3428
H92 -2.2149 -6.0654 0.6636
F27 -9.1530 1.3419 -1.5356
C49 -0.3354 -0.5977 6.7769
F28 -9.2669 1.1548 0.5828
F29 -4.8513 -4.5357 -6.8866
C50 3.2863 -5.8141 -5.3218
H93 4.3487 -0.7312 6.2342
N8 -5.1999 -2.4733 -0.8745
S10 1.3441 6.0849 0.7203
O23 -2.9904 6.9195 0.2808
H94 -2.1200 6.9789 -2.1347
C51 -1.1824 -0.5530 8.0454
H95 -1.5664 -4.8942 1.7676
H96 3.7629 5.3028 -1.4050
F30 -2.2341 -8.4215 -4.9212

- LUMO energy: -0.1734 eV
- Orbital gap: 9.30 eV